(1)
# C3H10N2O

A single C3H10N2O molecule at a distorted geometry (ωB97M-V/def2-TZVPD, the OMol25 dataset).

```
16
C3H10N2O (ωB97M-V/def2-TZVPD)
N 1.57 1.67 0.75
C 0.08 1.35 0.74
C -0.50 0.76 -0.57
N -1.09 -0.58 -0.44
C -0.39 -1.79 -0.12
O 0.01 -2.55 -1.22
H 2.03 1.67 -0.15
H 1.92 0.94 1.34
H -0.47 2.29 1.11
H 0.08 0.54 1.46
H -1.21 1.47 -1.03
H 0.43 0.74 -1.16
H -1.77 -0.38 0.30
H 0.53 -1.50 0.48
H -0.93 -2.49 0.54
H -0.29 -2.12 -2.03
```

Results
spin multiplicity = 1
energy above the lowest of the compared OMol25 structures with the same formula, charge and spin = 209.4 kJ/mol
total charge = 0
maximum force = 2.9 eV/A
SMILES string = NCCNCO
frontier orbital gap = 9.93 eV

How positive or negative is each atom? The Löwdin charges in e answer that: -0.025 -0.258 -0.218 -0.070 -0.335 -0.052 0.052 0.041 0.120 0.084 0.111 0.109 0.114 0.122 0.121 0.085


(2)
# C5H18N2O2

3 unconnected molecules or ions with the total composition C5H18N2O2 at a distorted geometry (ωB97M-V/def2-TZVPD, the OMol25 dataset).

```
27
C5H18N2O2 (ωB97M-V/def2-TZVPD)
C 1.61 2.73 0.80
C 0.83 1.59 0.12
C -0.03 2.05 -1.09
N -0.04 0.87 1.04
C 0.56 -0.15 1.86
C 0.14 -1.55 1.41
N -1.34 -1.71 1.62
H 0.94 3.36 1.37
H 2.37 2.23 1.37
H 2.16 3.32 0.06
H 1.58 0.96 -0.37
H -0.68 1.24 -1.41
H -0.68 2.84 -0.71
H 0.65 2.31 -1.91
H -0.56 1.55 1.57
H 1.67 -0.03 1.89
H 0.36 -0.11 2.94
H 0.64 -2.33 1.98
H 0.33 -1.59 0.34
H -1.35 -1.41 2.60
H -1.82 -0.94 1.17
O -0.46 -0.20 -3.86
H -0.31 -1.02 -3.35
H -1.13 0.16 -3.28
O -1.03 -3.11 -1.17
H -0.19 -2.63 -1.17
H -0.92 -3.70 -0.42
```

Results
spin multiplicity = 1
energy above the lowest of the compared OMol25 structures with the same formula, charge and spin = 91.7 kJ/mol
total charge = 0
maximum force = 1.7 eV/A
SMILES string = CC(C)NCCN.O.O
frontier orbital gap = 9.81 eV

How positive or negative is each atom? The Löwdin charges in e answer that: -0.057 -0.465 -0.060 -0.050 -0.256 -0.258 -0.006 0.075 0.059 0.082 0.136 0.048 0.074 0.084 0.116 0.115 0.111 0.109 0.073 0.052 0.054 -0.056 0.034 0.010 -0.071 0.008 0.038


(3)
# C5H11O2

2 unconnected molecules or ions with the total composition C5H11O2 at a distorted geometry (ωB97M-V/def2-TZVPD, the OMol25 dataset).

```
18
C5H11O2 (ωB97M-V/def2-TZVPD)
C 1.22 -1.38 1.25
C -0.04 -1.40 2.11
H 2.05 -1.63 1.78
H 1.19 -2.21 0.61
H 1.31 -0.46 0.59
H 0.00 -0.80 2.98
H -0.09 -2.37 2.57
H -1.02 -1.20 1.55
C 0.01 1.14 -0.77
C -0.70 2.11 -1.77
C -0.60 -0.08 -1.23
O -1.67 -0.49 -0.74
O 0.11 -0.65 -2.15
H 1.09 1.10 -0.87
H -0.18 1.19 0.30
H -1.83 2.20 -1.62
H -0.55 1.72 -2.86
H -0.29 3.21 -1.75
```

Results
spin multiplicity = 1
energy above the lowest of the compared OMol25 structures with the same formula, charge and spin = 128.6 kJ/mol
total charge = -1
maximum force = 5.1 eV/A
frontier orbital gap = 7.68 eV

How positive or negative is each atom? The Löwdin charges in e answer that: -0.146 -0.165 0.018 0.054 0.067 0.030 0.040 0.088 -0.238 -0.122 -0.843 -0.075 -0.138 0.093 0.094 0.077 0.099 0.066


(4)
# AlBH12O4

A molecular structure, AlBH12O4 at a distorted geometry (ωB97M-V/def2-TZVPD, the OMol25 dataset).

```
18
AlBH12O4 (ωB97M-V/def2-TZVPD)
Al -1.18 -0.85 0.50
B -1.26 1.88 4.74
H -0.52 1.14 4.49
H -1.25 2.67 4.00
H -2.24 1.42 4.70
H -1.15 2.26 5.75
O -0.50 -4.34 -3.32
H -0.65 -5.25 -3.09
H -0.34 -4.35 -4.27
O 1.66 1.09 -3.34
H 2.48 1.04 -3.82
H 1.21 1.85 -3.72
O -2.08 4.07 -0.96
H -1.92 4.95 -0.60
H -2.47 4.24 -1.82
O 3.16 -3.63 0.22
H 4.12 -3.62 0.32
H 2.93 -4.56 0.23
```

Results
spin multiplicity = 1
energy above the lowest of the compared OMol25 structures with the same formula, charge and spin = 826.8 kJ/mol
total charge = +2
maximum force = 6.9 eV/A
frontier orbital gap = 1.53 eV

How positive or negative is each atom? The Löwdin charges in e answer that: 0.992 0.122 0.068 0.100 0.121 0.113 0.003 0.050 0.054 0.012 0.057 0.050 0.020 0.057 0.058 0.015 0.058 0.052


(5)
# C5H33N2O12

12 unconnected molecules or ions with the total composition C5H33N2O12 at a distorted geometry (ωB97M-V/def2-TZVPD, the OMol25 dataset).

```
52
C5H33N2O12 (ωB97M-V/def2-TZVPD)
O 1.84 -2.00 0.72
C 1.65 -1.37 -0.32
C 0.34 -0.98 -0.83
C 0.07 0.57 -0.74
C -1.39 0.76 -0.36
C -2.34 0.94 -1.29
N -3.66 0.77 -1.07
N -1.59 0.66 1.12
H 2.54 -1.08 -0.89
H 0.14 -1.35 -1.86
H -0.44 -1.42 -0.19
H 0.88 1.07 -0.15
H 0.22 1.05 -1.73
H -1.97 1.25 -2.28
H -4.26 0.39 -1.79
H -3.98 0.54 -0.15
H -2.52 0.42 1.46
H -0.98 -0.11 1.40
H -1.40 1.62 1.49
H 3.82 1.97 -1.30
H 3.96 1.62 0.31
O 3.41 1.77 -0.46
H 4.31 1.78 3.17
H 4.26 0.37 2.74
O 3.81 1.21 2.56
H -0.70 -3.36 1.49
H -1.48 -4.45 0.70
O -1.36 -3.50 0.77
H -0.15 3.56 0.99
H 0.13 3.17 2.42
O -0.60 3.33 1.82
H 2.29 0.71 2.14
H 1.62 -0.67 1.94
O 1.42 0.24 2.21
H 1.44 -3.33 1.92
H 1.19 -4.57 2.86
O 0.76 -3.91 2.32
H -3.70 -1.98 2.01
H -2.21 -2.31 1.65
O -2.86 -1.57 1.80
H -2.18 -1.25 -2.78
H -2.86 -0.68 -4.05
O -2.30 -0.42 -3.30
H 1.75 3.29 -0.24
H 1.09 3.88 -1.35
O 1.17 4.06 -0.40
H 2.96 3.36 -3.12
H 2.06 2.21 -3.34
O 2.16 2.97 -2.76
H -1.67 -3.02 -1.12
H -2.41 -3.53 -2.31
O -2.27 -2.71 -1.82
```

Results
spin multiplicity = 1
energy above the lowest of the compared OMol25 structures with the same formula, charge and spin = 267.0 kJ/mol
total charge = +1
maximum force = 1.7 eV/A
frontier orbital gap = 8.62 eV

How positive or negative is each atom? The Löwdin charges in e answer that: -0.007 -0.200 -0.123 -0.129 -0.239 -0.165 0.104 0.224 0.137 0.143 0.090 0.093 0.119 0.129 0.101 0.086 0.120 0.120 0.128 0.034 0.025 -0.049 0.088 0.085 -0.033 0.031 0.088 -0.074 0.016 0.059 -0.051 -0.005 0.000 -0.073 0.022 0.068 -0.051 0.059 0.021 -0.072 0.000 0.068 -0.091 0.010 0.017 -0.062 0.071 0.064 -0.042 0.017 0.077 -0.049


(6)
# C9H21ClN3O3

4 unconnected molecules or ions with the total composition C9H21ClN3O3 at a distorted geometry (ωB97M-V/def2-TZVPD, the OMol25 dataset).

```
37
C9H21ClN3O3 (ωB97M-V/def2-TZVPD)
Cl -6.51 -12.01 -15.31
C -4.59 -13.03 -20.49
C -5.32 -12.71 -19.20
O -6.28 -11.97 -19.18
N -4.90 -13.14 -18.01
C -3.86 -14.09 -17.79
H -5.00 -12.54 -21.38
H -4.81 -14.07 -20.73
H -3.52 -12.82 -20.40
H -5.42 -12.79 -17.22
H -3.04 -13.71 -17.18
H -3.36 -14.29 -18.74
H -4.30 -14.98 -17.34
C -3.52 -12.94 -12.38
C -2.53 -12.26 -13.29
O -1.41 -12.06 -12.89
N -3.01 -11.88 -14.43
C -2.24 -11.14 -15.40
H -3.93 -12.22 -11.67
H -2.98 -13.75 -11.88
H -4.37 -13.31 -12.96
H -4.00 -11.92 -14.60
H -2.25 -10.07 -15.17
H -2.78 -11.26 -16.34
H -1.26 -11.54 -15.65
C -8.26 -14.34 -12.18
C -7.25 -15.37 -12.67
O -7.09 -16.35 -11.94
N -6.62 -15.21 -13.88
C -5.68 -16.06 -14.57
H -8.26 -14.20 -11.10
H -9.23 -14.76 -12.46
H -8.11 -13.41 -12.72
H -6.68 -14.32 -14.36
H -5.89 -17.11 -14.73
H -4.74 -16.13 -14.02
H -5.40 -15.68 -15.56
```

Results
spin multiplicity = 1
energy above the lowest of the compared OMol25 structures with the same formula, charge and spin = 121.3 kJ/mol
total charge = -1
maximum force = 2.9 eV/A
frontier orbital gap = 8.49 eV

How positive or negative is each atom? The Löwdin charges in e answer that: -0.356 -0.018 -0.577 0.020 0.002 -0.088 0.075 0.076 0.074 -0.018 0.071 0.069 0.066 0.002 -0.630 0.022 0.014 -0.071 0.084 0.082 0.052 0.031 0.086 0.069 0.084 -0.010 -0.535 -0.006 0.012 -0.090 0.076 0.077 0.054 -0.005 0.076 0.076 0.057


(7)
# C4H12N2O3S

2 unconnected molecules or ions with the total composition C4H12N2O3S at a distorted geometry (ωB97M-V/def2-TZVPD, the OMol25 dataset).

```
22
C4H12N2O3S (ωB97M-V/def2-TZVPD)
C -1.76 1.60 1.90
C 0.54 1.02 2.18
C 2.61 -0.28 -1.56
C -0.44 -1.16 -2.77
N -0.72 0.61 1.86
N 1.65 -0.46 -2.34
O -0.15 -1.83 1.12
O -1.75 -0.45 -0.30
O 0.56 -1.07 -1.79
S -0.45 -0.29 0.35
H -1.49 2.47 1.33
H -2.67 1.23 1.44
H -2.01 1.73 2.89
H 0.93 1.83 1.51
H 0.67 1.24 3.21
H 1.25 0.04 1.99
H 3.38 0.31 -2.01
H -0.59 -2.43 0.47
H 2.64 -0.82 -0.59
H -0.56 -0.17 -3.18
H -1.39 -1.23 -2.24
H -0.24 -1.89 -3.46
```

Results
spin multiplicity = 1
energy above the lowest of the compared OMol25 structures with the same formula, charge and spin = 356.4 kJ/mol
total charge = 0
maximum force = 4.9 eV/A
frontier orbital gap = 9.64 eV

How positive or negative is each atom? The Löwdin charges in e answer that: -0.103 -0.231 -0.024 -0.099 -0.420 -0.029 -0.287 -0.424 -0.313 0.982 0.080 0.081 0.064 0.091 0.068 0.119 0.068 0.059 0.097 0.090 0.065 0.065


(8)
# C2H3O3

2 unconnected molecules or ions with the total composition C2H3O3 at a distorted geometry (ωB97M-V/def2-TZVPD, the OMol25 dataset).

```
8
C2H3O3 (ωB97M-V/def2-TZVPD)
C 0.44 0.20 -0.02
C -3.51 -0.21 0.02
O -2.67 -0.98 -0.10
O -0.62 0.31 0.56
O -4.39 0.52 -0.03
H 0.80 -0.77 -0.73
H 1.04 1.13 0.15
H -1.14 -0.55 0.32
```

Results
spin multiplicity = 1
energy above the lowest of the compared OMol25 structures with the same formula, charge and spin = 31.9 kJ/mol
total charge = +1
maximum force = 3.7 eV/A
frontier orbital gap = 11.09 eV

How positive or negative is each atom? The Löwdin charges in e answer that: 0.157 -0.368 0.196 0.183 0.312 0.231 0.155 0.133


What did we get for LUMO energy? Answer: 1.0; 0.7; 4.0; -15.0; -2.3; 2.9; 0.8; -6.7 eV, in the order shown.